Entry a
This record from OMol25 describes a gas-phase ion, C3H6N (charge +1). The level of theory is the ωB97M-V functional and the def2-TZVPD basis.

Element x y z (Å)
C: -0.410 0.536 -0.560
C: -1.113 -0.389 -1.114
C: 0.768 -0.372 1.354
N: 0.752 0.219 0.208
H: -0.712 1.552 -0.549
H: -0.957 -1.411 -1.175
H: -2.039 -0.141 -1.687
H: 1.661 -0.404 2.010
H: -0.267 -0.533 1.914
H: 1.579 0.754 -0.046

Properties
gap between HOMO and LUMO	10.04	eV
total charge	+1
HOMO energy	-15.9	eV
SMILES	C=C[NH+]=C
LUMO level	-0.21572	Ha

In elementary charge units, the Mulliken charges are: -0.05, -0.60, -0.10, -0.05, 0.34, 0.30, 0.23, 0.31, 0.30, 0.33

***

Entry b
This record from OMol25 describes a molecular structure, C3H6N. The level of theory is the ωB97M-V functional and the def2-TZVPD basis.

Element x y z (Å)
C: -0.234 0.147 -0.397
C: -1.885 -0.654 -1.272
C: 1.674 0.529 1.199
N: 0.691 0.283 0.292
H: -2.340 -0.955 -0.374
H: -2.398 -0.027 -2.087
H: -1.209 -1.405 -1.682
H: 2.365 1.456 0.819
H: 1.239 0.962 2.063
H: 2.095 -0.336 1.439

Properties
gap between HOMO and LUMO	11.88	eV
total charge	+1
HOMO energy	-17.2	eV
LUMO level	-0.19572	Ha

In elementary charge units, the Mulliken charges are: 0.11, -0.45, -0.62, 0.07, 0.32, 0.33, 0.30, 0.29, 0.34, 0.33

***

Entry c
This record from OMol25 describes a gas-phase ion, C3H6N (charge +1). The level of theory is the ωB97M-V functional and the def2-TZVPD basis.

Element x y z (Å)
C: -1.144 0.462 -0.613
C: -1.203 -0.505 0.479
C: 1.368 0.102 -0.054
N: 0.018 0.040 -0.193
H: -1.599 1.263 -1.271
H: -1.283 -0.214 1.549
H: -1.427 -1.447 0.019
H: 1.537 0.683 0.828
H: 2.044 0.565 -0.890
H: 1.688 -0.948 0.145

Properties
gap between HOMO and LUMO	11.22	eV
total charge	+1
HOMO energy	-16.8	eV
SMILES	C[N+]1=CC1
LUMO level	-0.20487	Ha

In elementary charge units, the Mulliken charges are: 0.13, -0.37, -0.60, 0.02, 0.35, 0.28, 0.27, 0.34, 0.28, 0.29

***

Entry d
This record from OMol25 describes a gas-phase ion, C3H6N (charge +1). The level of theory is the ωB97M-V functional and the def2-TZVPD basis.

Element x y z (Å)
C: -0.512 -1.486 -0.668
C: 1.252 1.263 0.517
C: -0.792 -0.072 -0.085
N: 0.549 0.362 0.004
H: -0.608 -2.309 0.113
H: 2.343 1.536 0.147
H: 0.779 1.714 1.420
H: -0.011 -1.354 -1.597
H: -1.464 0.494 -0.708
H: -1.536 -0.148 0.857

Properties
gap between HOMO and LUMO (spin up / spin down)	6.86 / 8.37	eV
total charge	+1
HOMO energy (spin up / spin down)	-14.8 / -15.4	eV
LUMO level (spin up / spin down)	-0.29042 / -0.25989	Ha

In elementary charge units, the Mulliken charges are: -0.18, -0.20, -0.33, -0.17, 0.32, 0.27, 0.27, 0.35, 0.32, 0.33

***

Relative energies with respect to the most stable structure, expressed in eV: entry a 0.000; entry b 1.576; entry c 1.388; entry d 3.314.

***

Entry a
This record from OMol25 describes a gas-phase ion, C3H6N (charge +1). The level of theory is the ωB97M-V functional and the def2-TZVPD basis.

Element x y z (Å)
C: -0.313 0.921 -1.590
C: 0.460 0.232 -0.780
C: -0.101 -0.389 0.591
N: 0.403 -0.841 1.742
H: 0.094 1.302 -2.496
H: -1.347 1.061 -1.463
H: 1.442 -0.069 -1.112
H: -1.195 -0.601 0.346
H: 0.027 -1.023 2.600
H: 1.386 -0.838 1.770

Properties
gap between HOMO and LUMO	9.90	eV
total charge	+1
HOMO energy	-15.8	eV
SMILES	C=CC=[NH2+]
LUMO level	-0.21876	Ha

In elementary charge units, the Mulliken charges are: -0.60, -0.04, 0.20, -0.22, 0.27, 0.27, 0.32, 0.31, 0.24, 0.27

***

Entry b
This record from OMol25 describes a gas-phase ion, C3H6N (charge +1). The level of theory is the ωB97M-V functional and the def2-TZVPD basis.

Element x y z (Å)
C: 1.335 0.607 -0.108
C: 1.201 -0.648 -0.113
C: -1.208 -0.072 -0.148
N: 0.102 0.115 0.541
H: 1.620 1.703 -0.232
H: 1.606 -1.603 -0.439
H: -1.086 -0.066 -1.167
H: -1.876 -0.946 0.015
H: -1.715 0.799 0.065
H: 0.021 0.111 1.585

Properties
gap between HOMO and LUMO	12.58	eV
total charge	+1
HOMO energy	-16.7	eV
SMILES	C[NH+]1C=C1
LUMO level	-0.15127	Ha

In elementary charge units, the Mulliken charges are: 0.11, -0.30, -0.88, -0.12, 0.38, 0.34, 0.38, 0.32, 0.41, 0.35

***

Relative energies with respect to the most stable structure, expressed in eV: entry a 0.000; entry b 1.735.

***

Entry a
This record from OMol25 describes a gas-phase ion, C3H8FNP (charge +1). The level of theory is the ωB97M-V functional and the def2-TZVPD basis.

Element x y z (Å)
C: 0.467 -1.164 0.227
C: 0.298 0.368 0.513
C: -0.487 -0.333 -0.599
N: 1.342 1.228 0.017
F: -0.100 0.049 -1.870
P: -2.598 -0.442 -0.566
H: 1.390 -1.550 -0.118
H: -0.038 -1.824 0.944
H: -0.032 0.657 1.487
H: 1.491 0.974 -1.017
H: 2.117 1.011 0.537
H: 0.938 2.135 -0.076
H: -2.297 0.527 0.396
H: -2.491 -1.634 0.126

Properties
gap between HOMO and LUMO	10.40	eV
total charge	+1
HOMO energy	-14.1	eV
SMILES	[NH3+][C@@H]1C[C@@]1(F)P
LUMO level	-0.13414	Ha

In elementary charge units, the Mulliken charges are: -0.63, -0.57, 0.36, -0.23, -0.32, 0.09, 0.30, 0.26, 0.55, 0.37, 0.32, 0.35, 0.07, 0.07

***

Entry b
This record from OMol25 describes a gas-phase ion, C3H8FNP (charge +1). The level of theory is the ωB97M-V functional and the def2-TZVPD basis.

Element x y z (Å)
C: 0.534 0.140 0.937
C: 0.304 -0.197 -1.181
C: -0.729 -0.300 0.064
N: 1.419 -0.090 -0.194
F: -0.927 -1.672 0.192
P: -2.321 0.587 -0.131
H: 0.610 1.115 1.269
H: 0.891 -0.496 1.830
H: 0.513 -0.841 -2.009
H: 0.228 0.855 -1.643
H: 2.211 0.523 -0.191
H: 1.717 -1.046 -0.261
H: -1.760 1.731 0.366
H: -2.691 -0.309 0.952

Properties
gap between HOMO and LUMO	10.40	eV
total charge	+1
HOMO energy	-14.0	eV
SMILES	FC1(P)C[NH2+]C1
LUMO level	-0.13352	Ha

In elementary charge units, the Mulliken charges are: -0.75, -0.84, 0.67, -0.06, -0.29, -0.01, 0.37, 0.32, 0.40, 0.33, 0.31, 0.36, 0.07, 0.12

***

Relative energies with respect to the most stable structure, expressed in eV: entry a 0.178; entry b 0.000.

***

Entry a
This record from OMol25 describes a molecular structure, CHBr4O2P. The level of theory is the ωB97M-V functional and the def2-TZVPD basis.

Element x y z (Å)
C: 0.362 0.813 2.561
O: -0.942 -0.480 -3.297
O: -0.577 1.486 2.353
P: -0.227 0.306 -2.138
Br: -1.369 -0.382 -0.288
Br: 0.227 -0.831 3.448
Br: 2.243 1.282 2.063
Br: 1.533 -0.860 -1.321
H: -1.250 -1.334 -3.381

Properties
gap between HOMO and LUMO	9.68	eV
HOMO energy	-9.9	eV
LUMO level	-0.00735	Ha

In elementary charge units, the Mulliken charges are: 0.40, -0.38, -0.31, 0.40, -0.17, -0.01, -0.10, -0.16, 0.33

***

Entry b
This record from OMol25 describes a molecular structure, CHBr4O2P. The level of theory is the ωB97M-V functional and the def2-TZVPD basis.

Element x y z (Å)
C: -0.458 1.211 0.436
O: 1.468 -1.196 -0.998
O: -0.334 0.314 -0.548
P: 0.138 -1.165 -0.068
Br: 1.334 1.677 1.241
Br: -1.521 0.490 1.946
Br: -1.459 2.730 -0.328
Br: -1.235 -2.457 -1.358
H: 2.066 -1.605 -0.323

Properties
gap between HOMO and LUMO	9.13	eV
HOMO energy	-9.9	eV
LUMO level	-0.02921	Ha

In elementary charge units, the Mulliken charges are: 0.00, -0.41, -0.02, 0.36, -0.02, -0.01, -0.03, -0.23, 0.36

***

Relative energies with respect to the most stable structure, expressed in eV: entry a 0.000; entry b 0.487.

***

Entry a
This record from OMol25 describes 2 unconnected molecules or ions with the total composition C6H7ClN3O. The level of theory is the ωB97M-V functional and the def2-TZVPD basis.

Element x y z (Å)
C: 1.703 -0.136 -1.968
C: 1.632 0.003 -0.610
C: 0.758 0.729 -2.620
C: -0.334 1.300 -0.680
C: 0.685 0.740 0.144
C: -1.685 -0.916 1.354
N: -0.150 1.264 -1.940
N: 0.625 0.796 1.444
N: -2.724 -1.367 1.989
O: 1.299 -0.018 2.251
Cl: -1.173 -1.659 -0.181
H: 2.416 -0.576 -2.531
H: 2.517 -0.396 -0.084
H: 0.951 1.217 -3.670
H: -1.434 1.505 -0.328
H: -3.090 -0.862 2.815
H: -3.216 -2.092 1.546
H: 1.220 0.468 3.067

Properties
gap between HOMO and LUMO (spin up / spin down)	6.22 / 6.22	eV
total charge	+1
HOMO energy (spin up / spin down)	-12.5 / -12.5	eV
LUMO level (spin up / spin down)	-0.22903 / -0.22902	Ha

In elementary charge units, the Mulliken charges are: -0.68, 0.09, -0.10, 0.05, 0.18, -0.01, -0.28, -0.27, -0.25, -0.20, -0.11, 0.53, 0.38, 0.36, 0.36, 0.27, 0.24, 0.43

***

Entry b
This record from OMol25 describes 2 unconnected molecules or ions with the total composition C6H7ClN3O. The level of theory is the ωB97M-V functional and the def2-TZVPD basis.

Element x y z (Å)
C: 1.743 1.750 0.875
C: 0.790 0.830 0.539
C: 2.458 2.419 -0.117
C: 1.056 1.609 -1.703
C: 0.463 0.670 -0.857
C: -1.942 -2.605 0.340
N: 1.995 2.387 -1.308
N: -0.470 -0.045 -1.390
N: -2.758 -2.913 1.241
O: -1.470 -0.574 -0.569
Cl: -0.371 -3.214 0.472
H: 2.190 1.861 1.969
H: 0.517 0.254 1.374
H: 3.524 2.863 -0.096
H: 0.580 1.583 -2.741
H: -3.696 -2.645 1.056
H: -2.563 -3.281 2.196
H: -2.046 -0.949 -1.281

Properties
gap between HOMO and LUMO (spin up / spin down)	5.12 / 5.12	eV
total charge	+1
HOMO energy (spin up / spin down)	-11.9 / -11.9	eV
LUMO level (spin up / spin down)	-0.24992 / -0.24994	Ha

In elementary charge units, the Mulliken charges are: -0.47, -0.07, -0.10, -0.07, 0.55, 0.08, -0.41, -0.31, -0.28, -0.25, -0.14, 0.29, 0.43, 0.37, 0.38, 0.26, 0.24, 0.51

***

Relative energies with respect to the most stable structure, expressed in eV: entry a 0.000; entry b 0.389.

***

Entry a
This record from OMol25 describes 3 unconnected molecules or ions with the total composition C4H15NO3. The level of theory is the ωB97M-V functional and the def2-TZVPD basis.

Element x y z (Å)
C: -1.328 0.836 -2.069
N: -1.288 -0.669 -1.830
C: -0.340 -1.323 -0.795
C: 0.918 -0.570 -0.241
C: 2.141 -0.044 -1.047
O: 0.219 0.618 0.262
H: -0.425 1.267 -1.939
H: -1.689 1.102 -3.072
H: -1.919 1.429 -1.342
H: -2.238 -0.908 -1.459
H: -0.074 -2.232 -1.215
H: -0.859 -1.350 0.177
H: 1.309 -1.077 0.663
H: 1.840 0.924 -1.336
H: 2.424 -0.759 -1.651
H: 3.224 -0.043 -0.361
H: 0.631 1.462 0.201
H: -1.146 0.903 3.259
H: -1.323 1.237 1.732
O: -1.338 1.570 2.601
H: 0.228 -1.479 3.327
H: 0.338 -0.220 2.700
O: 0.696 -0.674 3.434

Properties
gap between HOMO and LUMO	9.53	eV
HOMO energy	-9.0	eV
SMILES	CNC[C@@H](C)O.O.O
LUMO level	0.01867	Ha

In elementary charge units, the Mulliken charges are: -0.64, -0.43, -0.59, 0.11, -1.23, -0.38, 0.20, 0.32, 0.23, 0.26, 0.41, 0.26, 0.32, 0.32, 0.46, 0.24, 0.18, 0.32, 0.32, -0.64, 0.34, 0.22, -0.61

***

Entry b
This record from OMol25 describes 3 unconnected molecules or ions with the total composition C4H15NO3. The level of theory is the ωB97M-V functional and the def2-TZVPD basis.

Element x y z (Å)
C: -0.097 1.608 -1.548
C: 0.031 1.012 -0.138
C: -1.357 0.498 0.315
C: -1.490 -0.655 1.272
O: -1.317 -0.269 2.641
N: 1.012 -0.075 -0.096
H: -0.308 2.675 -1.502
H: -0.835 1.119 -2.179
H: 0.828 1.464 -2.117
H: 0.305 1.802 0.564
H: -1.946 1.350 0.690
H: -2.011 0.358 -0.560
H: -2.499 -0.994 1.222
H: -0.825 -1.511 1.136
H: -0.569 0.333 2.737
H: 1.774 0.121 -0.716
H: 0.599 -0.985 -0.216
H: 0.649 -3.255 -3.085
H: 1.793 -2.321 -3.471
O: 0.898 -2.326 -3.111
H: 1.960 -0.507 3.278
H: 1.770 0.232 1.964
O: 1.635 0.325 2.920

Properties
gap between HOMO and LUMO	9.94	eV
HOMO energy	-9.4	eV
SMILES	C[C@H](N)CCO.O.O
LUMO level	0.01958	Ha

In elementary charge units, the Mulliken charges are: -1.48, 0.76, -1.05, -0.38, -0.53, -0.57, 0.35, 0.34, 0.36, 0.19, 0.37, 0.45, 0.31, 0.21, 0.31, 0.20, 0.16, 0.31, 0.31, -0.63, 0.31, 0.36, -0.67

***

Entry c
This record from OMol25 describes 3 unconnected molecules or ions with the total composition C4H15NO3. The level of theory is the ωB97M-V functional and the def2-TZVPD basis.

Element x y z (Å)
C: -0.205 -0.470 0.484
N: -0.022 0.929 0.191
C: 0.206 1.825 1.340
O: 0.554 3.096 0.867
C: -0.212 -1.314 -0.789
C: 1.162 -1.503 -1.423
H: -1.164 -0.593 0.992
H: 0.548 -0.864 1.163
H: 0.684 1.062 -0.525
H: -0.747 1.829 1.871
H: 1.064 1.475 1.894
H: -0.066 3.356 0.183
H: -0.795 -2.226 -0.671
H: -0.812 -0.734 -1.483
H: 1.716 -2.288 -0.900
H: 1.767 -0.607 -1.425
H: 1.057 -1.831 -2.456
H: -0.111 -3.418 2.605
H: -1.453 -2.752 2.218
O: -1.038 -3.348 2.849
H: -0.869 2.419 -3.014
H: -0.567 2.803 -1.544
O: -0.700 3.157 -2.426

Properties
gap between HOMO and LUMO	10.07	eV
HOMO energy	-9.5	eV
SMILES	CCCNCO.O.O
LUMO level	0.02216	Ha

In elementary charge units, the Mulliken charges are: -0.69, -0.19, -0.41, -0.49, -0.50, -1.12, 0.25, 0.38, 0.31, 0.27, 0.33, 0.30, 0.38, 0.26, 0.30, 0.32, 0.33, 0.32, 0.33, -0.64, 0.31, 0.29, -0.65

***

Relative energies with respect to the most stable structure, expressed in eV: entry a 2.554; entry b 0.000; entry c 0.215.